No. 1
{
  "formula": "C45H51BrO4",
  "method": "ωB97M-V/def2-TZVPD",
  "gap_ha": 0.35206,
  "homo_ev": -9.085,
  "spin_multiplicity": 1,
  "relative_energy_kcal_mol": 0.0,
  "total_energy_ha": -4620.2749,
  "elements": ["Br", "O", "O", "O", "O", "C", "C", "C", "C", "C", "C", "C", "C", "C", "C", "C", "C", "C", "C", "C", "C", "C", "C", "C", "C", "C", "C", "C", "C", "C", "C", "C", "C", "C", "C", "C", "C", "C", "C", "C", "C", "C", "C", "C", "C", "C", "C", "C", "C", "C", "H", "H", "H", "H", "H", "H", "H", "H", "H", "H", "H", "H", "H", "H", "H", "H", "H", "H", "H", "H", "H", "H", "H", "H", "H", "H", "H", "H", "H", "H", "H", "H", "H", "H", "H", "H", "H", "H", "H", "H", "H", "H", "H", "H", "H", "H", "H", "H", "H", "H", "H"],
  "xyz": [[3.16102, 1.77472, -2.03928], [-0.52014, 3.29687, -2.50972], [-1.37898, 2.38774, -4.34890], [-2.62818, 2.53998, -2.50513], [-1.96395, 0.41741, -2.14142], [-2.47583, -2.91029, -0.68123], [-1.74057, 8.56683, -2.09901], [-3.06980, 1.19247, -2.49690], [0.15535, -6.35215, -7.97909], [0.46718, 7.18847, -1.13817], [5.13099, -0.77396, 2.98882], [-1.11587, 2.36765, 7.60773], [0.12702, 0.56048, 8.59278], [-0.11318, 1.92104, 8.45689], [1.12279, -3.02237, 5.89389], [0.42240, 2.32602, -1.98809], [-1.88358, 1.45335, 6.89920], [-2.23412, -0.94323, -1.97358], [3.95202, 0.14936, 1.10777], [1.36315, -4.38303, 6.02638], [0.30831, -5.51318, -6.88429], [-1.49016, 2.69620, -3.21565], [6.30212, 0.57163, 1.37695], [-2.59409, 0.59303, 0.74992], [-0.64852, -3.48747, 4.33697], [-0.63757, -0.35341, 7.88117], [0.58240, -4.50286, -9.45422], [0.29457, -5.84719, -9.26439], [-0.46270, 6.53569, -1.93679], [-0.41016, -4.84833, 4.47167], [0.73802, -3.66440, -8.35917], [-2.38061, -1.69011, -3.14233], [-1.56591, 7.22734, -2.41814], [-0.81352, 9.21578, -1.29502], [-2.04716, -0.82808, 0.62523], [-1.64494, 0.09302, 7.03688], [0.60299, -4.16979, -7.07372], [-2.58605, -3.06787, -3.08893], [0.59780, -5.29601, 5.31391], [-2.72417, -3.87563, -4.35591], [5.12612, 0.73749, 0.65664], [1.71046, 3.02693, -1.58565], [0.11969, -2.57371, 5.04619], [-2.62284, -3.67240, -1.83307], [-2.27124, -1.52161, -0.70984], [1.77812, 3.23910, -0.06683], [0.29143, 8.52706, -0.81510], [3.95370, -0.60420, 2.27409], [-0.52147, -0.82336, 0.91280], [6.30533, -0.18507, 2.54062], [-1.29976, 3.42861, 7.49821], [-2.58678, -1.42919, 1.35281], [1.34852, 4.20646, 0.18466], [-2.29058, 6.72086, -3.04303], [1.85727, 3.95640, -2.11719], [0.19840, -5.90737, -5.88185], [-2.33262, -1.20152, -4.10450], [-0.04557, 1.80975, -1.15637], [1.01551, 9.03345, -0.18965], [-2.44251, 0.92267, 1.77612], [0.72689, -3.51606, -6.21950], [-2.24395, -0.62135, 6.48599], [-0.07258, -7.39986, -7.83096], [-1.43423, -3.13791, 3.67815], [-3.65152, 0.66584, 0.52088], [-0.06371, -1.51194, 4.93927], [0.68588, -4.10803, -10.45664], [0.59577, 1.57217, -2.74924], [-1.01006, -5.56049, 3.91963], [-2.83370, -3.19043, -5.18955], [2.79523, 3.15542, 0.29539], [-3.56053, -4.55877, -4.25185], [-2.60003, 9.10574, -2.47677], [-2.01277, 1.27522, 0.13852], [0.91079, 0.21237, 9.25334], [0.00509, -0.82821, -0.03686], [-2.75695, -4.74127, -1.75257], [-0.44894, -1.41445, 7.98374], [-0.32942, 5.49171, -2.18336], [0.96498, -2.61656, -8.50727], [-3.44743, 0.93925, -3.48949], [5.12506, 1.32418, -0.25304], [7.22364, -0.31597, 3.09865], [-3.87684, 1.14636, -1.77402], [1.71758, -2.30954, 6.45097], [7.21776, 1.03330, 1.03005], [0.17840, -6.50182, -10.11848], [-0.27211, 0.10277, 1.42467], [5.13348, -1.36546, 3.89544], [-1.81573, -4.44779, -4.52934], [0.48178, 2.63382, 9.01321], [3.03650, -1.06053, 2.62527], [-2.66843, 1.80180, 6.24006], [0.78671, -6.35683, 5.41573], [3.03505, 0.27813, 0.54792], [2.14753, -4.73243, 6.68533], [-0.25809, -1.67386, 1.53197], [-0.95208, 10.25925, -1.04277], [1.33232, 6.65304, -0.76560], [-2.49018, -3.38909, 0.28879], [1.20927, 2.47227, 0.44821]],
  "forces_ev_per_a": [[-0.1035, 0.2745, -0.4065], [0.3543, 0.1044, 0.5274], [0.1193, -0.4568, -1.1134], [0.0046, -0.2407, 0.9569], [0.0542, -0.3028, 0.5122], [0.1073, 0.1782, -0.3443], [-0.0048, -0.0097, 0.0002], [-0.3722, 0.5430, -0.6632], [-0.0064, -0.0051, -0.0042], [-0.0344, 0.0077, -0.0051], [0.0007, 0.0003, 0.0133], [-0.0032, 0.0001, 0.0027], [-0.0028, 0.0072, -0.0112], [0.0104, 0.0051, -0.0047], [0.0307, -0.0020, 0.0036], [-0.2242, 0.0738, -0.5786], [0.0054, 0.0007, -0.0068], [0.1115, 0.1104, -0.4782], [0.0064, 0.0051, 0.0316], [-0.0030, 0.0011, 0.0021], [-0.0050, 0.0115, 0.0161], [-0.1939, 0.3264, -0.0317], [-0.0129, -0.0115, 0.0096], [0.3933, -0.0940, 0.1647], [0.0191, 0.0170, -0.0043], [0.0097, -0.0233, 0.0206], [0.0058, 0.0000, -0.0046], [-0.0063, -0.0004, 0.0012], [0.0648, 0.0372, 0.0211], [-0.0104, -0.0070, -0.0137], [-0.0022, 0.0102, -0.0025], [-0.1785, -0.5488, 0.4097], [-0.0052, 0.0142, 0.0089], [-0.0027, 0.0107, -0.0016], [0.1797, 0.3198, -0.5995], [-0.0065, 0.0028, -0.0173], [-0.0198, -0.0028, 0.0166], [0.1451, 0.2461, 0.0753], [-0.0024, -0.0010, 0.0048], [0.3190, 0.4252, 0.5656], [0.0960, -0.0191, 0.0804], [-0.1375, -0.7462, 1.0844], [-0.0351, 0.0202, -0.0492], [0.0523, 0.3854, 0.1901], [-0.4035, -0.4144, 0.0812], [-0.0433, 0.1143, -0.3351], [0.0179, -0.0049, 0.0114], [-0.0122, 0.0057, -0.0031], [-0.8268, 0.2528, 0.0275], [0.0070, 0.0069, -0.0053], [-0.0053, 0.0033, 0.0057], [0.1417, -0.1680, 0.2225], [0.0101, 0.1023, 0.1330], [0.0007, -0.0052, -0.0023], [0.1495, -0.0487, -0.3597], [0.0165, -0.0057, 0.0041], [0.0581, 0.1922, -0.0408], [0.0506, 0.0281, 0.3158], [0.0017, 0.0036, -0.0014], [-0.1412, 0.0043, 0.1707], [-0.0006, 0.0014, 0.0024], [0.0021, -0.0096, 0.0025], [0.0033, -0.0036, 0.0016], [-0.0049, 0.0018, 0.0008], [-0.1620, 0.0415, -0.1298], [0.0007, 0.0096, 0.0222], [0.0076, 0.0002, -0.0030], [0.0742, 0.0884, -0.2744], [0.0022, -0.0031, -0.0037], [-0.2825, -0.1651, -0.2638], [0.1582, 0.3535, 0.0837], [-0.1325, -0.0785, -0.3209], [-0.0042, 0.0012, 0.0037], [-0.1510, 0.1597, -0.2345], [-0.0007, -0.0002, 0.0067], [0.2919, -0.1627, 0.0217], [-0.0541, -0.1143, 0.0021], [-0.0139, -0.0065, -0.0049], [-0.0238, 0.0486, -0.0033], [0.0019, 0.0031, 0.0000], [0.0966, -0.2151, -0.0819], [0.0309, -0.0433, 0.1159], [0.0024, 0.0003, 0.0034], [-0.0410, -0.0503, 0.2457], [0.0051, 0.0126, -0.0076], [0.0061, -0.0061, -0.0075], [-0.0077, 0.0000, -0.0031], [0.2202, -0.0126, 0.2667], [-0.0037, -0.0019, 0.0056], [0.0469, -0.1882, -0.0408], [0.0067, 0.0031, -0.0046], [-0.0045, -0.0153, -0.0007], [-0.0038, 0.0017, -0.0010], [-0.0031, -0.0029, 0.0038], [-0.0042, -0.0081, -0.0266], [0.0041, -0.0014, 0.0008], [0.3587, -0.1199, -0.0753], [0.0024, 0.0048, -0.0041], [0.0077, 0.0067, 0.0063], [-0.0565, -0.1130, 0.0441], [-0.1138, -0.1501, 0.0495]]
}

***

No. 2
{
  "formula": "C45H52BaN12O4S3",
  "method": "ωB97M-V/def2-TZVPD",
  "gap_ha": 0.18913,
  "homo_ev": -2.689,
  "spin_multiplicity": 1,
  "relative_energy_kcal_mol": 54.9,
  "charge": -2,
  "total_energy_ha": -3924.2176,
  "elements": ["Ba", "S", "S", "S", "O", "O", "O", "O", "N", "N", "N", "N", "N", "N", "N", "N", "N", "N", "N", "N", "C", "C", "C", "C", "C", "C", "C", "C", "C", "C", "C", "C", "C", "C", "C", "C", "C", "C", "C", "C", "C", "C", "C", "C", "C", "C", "C", "C", "C", "C", "C", "C", "C", "C", "C", "C", "C", "C", "C", "C", "C", "C", "C", "C", "C", "H", "H", "H", "H", "H", "H", "H", "H", "H", "H", "H", "H", "H", "H", "H", "H", "H", "H", "H", "H", "H", "H", "H", "H", "H", "H", "H", "H", "H", "H", "H", "H", "H", "H", "H", "H", "H", "H", "H", "H", "H", "H", "H", "H", "H", "H", "H", "H", "H", "H", "H", "H"],
  "xyz": [[0.83510, -0.39713, 1.13415], [5.46512, 7.24652, 3.15360], [3.20002, 5.99249, 1.70788], [1.10567, 3.87781, 1.37441], [1.65233, 0.98726, -0.76986], [3.84812, -2.51813, 3.42574], [2.43272, -0.88870, 2.71120], [-0.39298, -2.38605, -0.36183], [2.88006, 4.16386, 3.42624], [2.92371, -1.72162, 0.13038], [-1.17057, 0.47255, 2.31357], [-0.39894, -1.03702, 5.22523], [-2.54918, -1.39258, 4.83924], [-1.62647, -0.66516, 5.41358], [-0.99193, 0.26112, -0.80047], [3.93690, 5.00548, 3.83341], [-0.47616, -2.11684, 4.45062], [-4.32824, 2.27293, 4.76437], [-1.93313, 0.42114, 6.24387], [-3.26437, 1.74376, 2.59121], [0.48401, -0.95789, -6.45665], [4.02185, 1.61237, -2.59701], [-0.75720, -0.34935, -3.12621], [-2.40297, -4.47817, -0.36861], [3.77159, -2.04300, 1.11907], [-1.18344, 0.90781, -6.36690], [-4.02635, -2.50883, -0.25154], [-6.79807, -1.83251, 0.07105], [-2.72688, -2.98021, -0.35337], [-6.23978, 0.12164, -1.33786], [3.31949, -1.87187, -1.13921], [5.04394, -2.53977, 0.85732], [4.53377, 4.58379, 5.07288], [5.63193, 3.66137, 7.47807], [2.38287, 4.57112, 2.28494], [4.26644, 6.04650, 3.04624], [-1.61394, -4.87122, 0.88967], [-0.66906, -0.34677, -5.64557], [0.98657, 0.97645, -4.20101], [2.52293, 3.58326, -2.16565], [4.58113, -2.31457, -1.48291], [1.04416, 0.93289, -1.82856], [-0.16641, 0.03625, -4.25878], [-3.80045, 2.00394, 3.76105], [5.97410, 4.90361, 6.97209], [4.72756, 2.87975, 6.76737], [5.43715, 5.37313, 5.77726], [3.31562, -1.81393, 2.58192], [-2.03875, -0.67892, -0.60450], [-5.96042, 0.24570, 1.13678], [3.08108, 2.91680, -4.49350], [5.45538, -2.65845, -0.45672], [-2.14230, 1.09220, 2.50128], [-1.64101, -2.05520, -0.45799], [-3.34141, -0.24559, -0.37496], [-1.78428, -2.29897, 4.23253], [-3.66656, -5.33844, -0.41303], [-1.80308, -1.36479, -5.56802], [2.78764, 2.38723, -3.09073], [4.17830, 3.33080, 5.57899], [-1.57263, -4.81141, -1.61905], [-5.82395, -0.66658, -0.08776], [1.58124, 1.46072, -3.09890], [-4.37675, -1.15198, -0.22672], [-0.27470, 0.21430, -1.86099], [3.42334, 2.13419, -5.17818], [-3.37564, -6.39225, -0.47752], [-0.40413, 1.66710, -6.46962], [5.67027, -2.80739, 1.69666], [-1.50935, -2.26151, -5.01673], [3.39349, 4.24563, -2.18149], [4.44204, 1.90006, 7.13163], [-1.35497, -5.93613, 0.85557], [6.05808, 3.30426, 8.40753], [2.59109, -1.61889, -1.90618], [1.37518, 1.30266, -5.15788], [0.13400, -1.22385, -7.45809], [-2.69060, -0.94994, -5.08420], [-1.21057, 1.10667, 6.04756], [-4.28224, -5.21866, 0.48346], [-5.70721, -0.28898, 2.05611], [6.67518, 5.53470, 7.50659], [-1.64689, -0.96166, -3.08889], [4.21992, 0.74077, -3.22876], [-4.28899, -5.10657, -1.28339], [-6.78390, -2.50126, -0.79533], [-2.01514, 1.35431, -5.81709], [-5.29343, 1.10739, 1.09030], [6.45347, -3.01280, -0.68709], [4.89699, 2.26713, -2.63178], [-2.19028, -3.09120, 3.62471], [-6.99124, 0.61040, 1.21738], [-2.22206, -4.70498, 1.78462], [-4.81799, -3.23982, -0.16748], [4.86529, -2.39041, -2.52477], [-5.62576, 1.01561, -1.47015], [-2.82436, 0.78015, 5.90588], [2.20642, 3.40292, -4.93600], [1.32161, -0.26763, -6.57381], [0.86266, -1.86331, -5.97498], [-3.52628, 0.82540, -0.36713], [3.89581, 1.27105, -1.57066], [-2.13282, -4.54855, -2.52339], [5.71424, 6.34045, 5.39474], [3.47968, 2.72097, 5.02845], [-1.53337, 0.65418, -7.37179], [-0.63356, -4.25950, -1.61536], [1.65690, 4.15885, -2.50764], [-6.13363, -0.49104, -2.23827], [-0.69826, -4.28854, 0.97283], [-7.81235, -1.43525, 0.17717], [-1.35580, -5.88579, -1.65376], [-6.57836, -2.42687, 0.96181], [3.87700, 3.66114, -4.42520], [-7.28440, 0.44194, -1.25579], [2.33234, 3.30745, -1.12760], [-2.08757, -1.66751, -6.57929]],
  "forces_ev_per_a": [[-1.3910, -0.3147, 0.1621], [-0.2911, -0.3385, 0.0263], [-0.0813, 0.5212, -0.6908], [0.3646, 0.1104, 0.3116], [0.2779, 0.7676, -0.9392], [0.0902, -0.0158, 0.1824], [2.2383, -1.3536, 1.1603], [-0.2873, 0.2313, -0.3295], [0.1753, 0.5791, -0.4013], [1.0000, -0.4286, -0.2218], [-1.4796, 0.7530, 0.9678], [-0.0666, -0.5491, -0.3149], [0.1617, -0.0950, -0.0443], [-0.0323, 0.4636, 0.3487], [-0.0203, -0.1105, 0.0866], [-0.0602, -0.5133, 0.6166], [-0.2477, 0.3999, 0.1494], [0.0611, -0.1199, -0.0647], [0.0562, -0.3601, -0.2784], [0.1914, 0.0132, -0.0108], [0.0270, -0.0878, -0.0261], [0.0400, -0.0060, 0.0520], [0.4299, -0.0437, 0.4438], [-0.0477, 0.0575, 0.0260], [-0.1440, 0.1050, -0.2136], [-0.0008, 0.0883, -0.0017], [-0.1560, 0.0344, 0.0128], [-0.1332, -0.0556, 0.0347], [0.2317, -0.0470, -0.0219], [0.0377, 0.0463, -0.1017], [-0.1113, -0.0072, 0.3324], [-0.0028, -0.0348, -0.0388], [-0.0373, 0.0841, -0.2375], [-0.1004, -0.0279, -0.1183], [-0.3137, -0.6437, 0.1793], [0.2766, 0.0487, 0.1805], [-0.0036, -0.0225, 0.0459], [0.1151, 0.0134, 0.0143], [-0.3662, -0.2606, -0.4201], [-0.0447, 0.1278, 0.0198], [0.0486, -0.0846, 0.0469], [0.0334, 0.2465, -0.1974], [0.5236, 0.5518, -0.2997], [0.1896, -0.0346, 0.0398], [0.0263, 0.1057, -0.0498], [0.0183, 0.0096, 0.0174], [-0.0311, -0.0192, 0.0998], [-0.3911, 0.5961, -0.2453], [0.0211, 0.2006, -0.1041], [-0.0374, 0.0231, 0.0919], [0.0408, 0.0606, -0.1115], [0.0565, 0.0056, -0.0364], [-0.3115, -0.1089, 0.0744], [0.1646, 0.1244, 0.1558], [0.2701, 0.1498, -0.2952], [0.0762, -0.1293, -0.0584], [-0.0919, -0.1065, -0.0234], [-0.1039, -0.0935, -0.0337], [-0.0645, -0.0967, 0.0662], [0.0481, -0.0559, -0.0327], [-0.0069, -0.0374, -0.0600], [0.1772, -0.0439, 0.0482], [-0.1817, -0.4301, 0.2790], [-0.0472, -0.1932, -0.0152], [-0.8802, 0.0405, -0.3943], [-0.0400, -0.0165, 0.0562], [-0.0301, 0.0499, 0.0111], [-0.0265, -0.0379, 0.0134], [0.0060, 0.0006, -0.0159], [0.0289, 0.0487, -0.0277], [-0.0388, -0.0086, 0.0207], [0.0095, 0.0295, -0.0024], [-0.0080, 0.0445, -0.0061], [0.0023, 0.0057, -0.0059], [0.0026, -0.0049, 0.0742], [-0.0417, -0.0316, -0.0161], [-0.0004, -0.0028, 0.0290], [0.0576, 0.0092, -0.0038], [-0.0541, 0.1122, 0.0216], [0.0600, 0.0109, -0.0288], [-0.0291, -0.0032, -0.0535], [-0.0110, -0.0098, -0.0028], [0.0256, -0.0087, 0.0443], [-0.0230, 0.0433, -0.0126], [0.0572, -0.0093, 0.0287], [-0.0066, 0.0609, 0.0267], [0.0311, -0.0230, -0.0055], [-0.0193, -0.0463, -0.0523], [-0.0037, -0.0022, -0.0017], [-0.0166, -0.0143, -0.0078], [0.0464, 0.0619, 0.0130], [0.0506, -0.0129, 0.0265], [0.0266, 0.0068, -0.0474], [0.0120, 0.0202, -0.0027], [0.0195, -0.0162, 0.0284], [0.0005, -0.0509, 0.0381], [-0.0656, 0.1867, -0.0445], [0.0361, 0.0045, 0.0494], [-0.0436, -0.0087, 0.0086], [-0.0400, 0.0378, -0.0029], [0.0315, -0.0577, 0.0060], [-0.0195, 0.0276, -0.0298], [0.0171, -0.0220, 0.0386], [0.0182, 0.0122, 0.0102], [0.0075, -0.0010, 0.0314], [0.0106, -0.0302, 0.0339], [-0.0403, 0.0030, 0.0172], [0.0537, -0.0310, -0.0276], [-0.0173, 0.0000, 0.0429], [-0.0327, 0.0088, -0.0169], [0.0224, -0.0484, -0.0112], [-0.0095, 0.0533, 0.0157], [0.0153, 0.0496, -0.0255], [-0.0096, -0.0145, -0.0155], [0.0408, -0.0102, -0.0055], [0.0393, -0.0625, -0.0780], [-0.0046, 0.0077, 0.0244]]
}